Molecular formula: C44H121N11O11
Method: DFT, ωB97M-V/def2-TZVPD

Calculated total energy (eV): -86488.560
Total charge: 0
ΔE to the lowest compared entry with this formula, charge and spin (kcal per mole): 246.2
Gap between HOMO and LUMO (eV): 9.57
SMILES: COC[C@H](C)N.COC[C@H](C)N.COC[C@H](C)N.COC[C@H](C)N.COC[C@H](C)N.COC[C@H](C)N.COC[C@H](C)N.COC[C@H](C)N.COC[C@H](C)N.COC[C@H](C)N.COC[C@H](C)N

Cartesian coordinates (Å):
O1 -6.624 8.839 -2.613
O2 1.012 -10.568 -9.444
O3 6.226 2.359 3.120
O4 -3.404 9.954 11.227
O5 4.869 -2.132 -9.536
O6 5.817 -7.209 2.312
O7 2.063 3.025 9.117
O8 -5.466 -10.234 -0.839
O9 5.449 4.205 -6.579
O10 -3.074 1.169 0.205
O11 -12.030 -0.300 1.942
N1 2.887 -10.462 -6.346
N2 -12.812 2.045 3.770
N3 6.825 -1.445 -7.269
N4 -0.799 9.196 9.710
N5 -2.508 -10.505 1.195
N6 2.775 3.905 12.540
N7 7.971 4.155 0.373
N8 -0.642 0.143 -1.171
N9 7.472 4.845 -8.806
N10 -8.927 10.377 -1.488
N11 3.973 -8.686 0.455
C1 -11.561 3.505 1.997
C2 -7.666 9.330 -3.494
C3 5.449 -10.599 0.550
C4 -11.281 0.914 2.260
C5 7.009 3.221 0.915
C6 -2.031 9.838 9.174
C7 4.498 -1.703 -8.246
C8 1.223 -10.622 -10.820
C9 8.904 5.553 -7.096
C10 5.579 -2.157 -7.234
C11 7.304 2.901 2.370
C12 2.175 -10.608 -8.648
C13 -8.983 9.445 -2.664
C14 -1.813 -0.670 -0.857
C15 6.390 5.326 -6.579
C16 -2.539 -0.106 0.394
C17 6.605 1.695 4.345
C18 1.897 -8.437 -7.288
C19 -3.003 8.831 8.465
C20 6.888 -6.163 2.108
C21 -11.237 -1.392 2.138
C22 7.646 4.812 -7.394
C23 3.314 3.763 11.187
C24 4.978 -1.954 -5.765
C25 1.166 2.100 8.509
C26 4.210 4.538 -5.949
C27 6.956 1.876 0.180
C28 -6.229 7.554 -2.778
C29 -2.733 10.706 10.234
C30 -6.845 -10.308 -0.689
C31 -2.737 -11.115 -1.190
C32 -3.174 -10.170 0.025
C33 -4.054 10.789 12.181
C34 -10.308 9.742 -3.503
C35 -12.258 2.151 2.418
C36 2.210 2.879 10.469
C37 -4.686 -10.219 0.398
C38 6.119 -8.278 1.453
C39 3.947 -2.068 -10.550
C40 -1.085 -2.011 -0.492
C41 4.640 2.986 11.325
C42 1.867 -9.941 -7.305
C43 4.982 -9.245 1.262
C44 -3.704 1.677 1.412
H1 2.306 4.783 12.710
H2 -3.538 -11.115 -1.930
H3 -7.940 10.246 -1.319
H4 1.134 2.341 7.447
H5 5.822 -3.204 -7.417
H6 7.589 5.079 0.229
H7 -3.378 11.384 9.675
H8 6.415 -10.944 0.921
H9 -5.081 -9.413 1.016
H10 8.997 5.463 -6.014
H11 -11.121 9.505 -2.816
H12 8.147 4.164 -9.126
H13 8.219 2.313 2.305
H14 -4.936 -11.164 0.882
H15 4.626 2.106 11.967
H16 2.236 1.845 10.813
H17 4.193 -2.611 -11.463
H18 -10.589 0.732 3.083
H19 -3.156 11.168 12.670
H20 -1.094 8.740 10.562
H21 -11.573 -2.292 1.623
H22 4.388 4.746 -4.894
H23 -1.563 10.428 8.387
H24 -2.000 11.323 10.753
H25 -2.704 -12.110 -0.748
H26 -7.422 -10.586 -1.571
H27 -0.698 8.543 8.947
H28 3.037 -8.945 0.734
H29 6.718 5.447 -5.547
H30 6.574 -0.555 -6.863
H31 4.755 -0.916 -5.517
H32 -2.928 2.353 1.771
H33 -10.620 1.053 1.405
H34 -1.039 1.072 -1.179
H35 -10.252 -1.141 1.744
H36 -6.998 6.784 -2.849
H37 -9.041 8.470 -2.178
H38 -0.578 -2.333 -1.401
H39 -4.485 2.374 1.112
H40 -4.029 0.931 2.137
H41 9.723 5.049 -7.609
H42 6.178 1.241 0.603
H43 2.872 -7.980 -7.117
H44 0.647 -11.359 -11.380
H45 -2.891 -9.188 -0.353
H46 3.964 -7.732 0.786
H47 3.913 -1.006 -10.791
H48 6.659 -5.290 2.719
H49 3.074 -11.454 -6.378
H50 0.021 0.233 -0.415
H51 4.465 -0.634 -8.038
H52 -2.795 -11.460 1.355
H53 7.737 3.737 2.920
H54 3.576 3.654 -6.017
H55 0.161 2.218 8.915
H56 1.419 -7.994 -8.162
H57 5.390 3.740 11.562
H58 -0.325 -1.935 0.286
H59 -9.051 11.337 -1.774
H60 6.864 2.172 -0.865
H61 7.139 -1.232 -8.205
H62 1.447 1.047 8.503
H63 2.362 -11.682 -8.619
H64 3.648 5.344 -6.421
H65 0.878 -9.625 -11.094
H66 -4.631 11.654 11.855
H67 5.866 -2.112 -5.154
H68 -10.564 10.653 -4.043
H69 4.630 -9.382 2.284
H70 2.793 -10.139 -5.394
H71 -2.669 8.074 7.755
H72 1.320 3.412 10.801
H73 -3.267 -0.819 0.782
H74 7.596 1.248 4.265
H75 -5.832 7.488 -1.765
H76 -12.938 1.990 1.581
H77 -1.700 -0.033 1.086
H78 -7.115 -10.991 0.116
H79 -2.607 -0.740 -1.600
H80 7.904 1.343 0.105
H81 -10.713 3.688 2.657
H82 -10.828 -1.724 3.093
H83 -12.295 4.311 1.964
H84 5.979 6.287 -6.889
H85 0.815 -10.192 -7.167
H86 -3.501 8.209 9.209
H87 -5.427 7.468 -3.511
H88 -4.604 10.219 12.930
H89 3.334 4.790 10.823
H90 8.691 6.608 -7.268
H91 2.939 -2.445 -10.374
H92 -1.849 -2.713 -0.158
H93 -7.782 8.756 -4.413
H94 6.646 4.408 -9.190
H95 -10.425 8.991 -4.284
H96 6.017 3.666 0.836
H97 -7.038 -9.264 -0.444
H98 3.507 -2.086 -8.005
H99 5.784 1.104 4.751
H100 6.334 -8.021 0.416
H101 4.827 2.565 10.338
H102 6.782 -5.792 1.089
H103 7.816 3.748 -7.233
H104 -1.736 -10.959 -1.592
H105 1.381 -8.017 -6.425
H106 -7.455 10.338 -3.850
H107 -13.819 2.098 3.712
H108 3.119 -10.129 -8.909
H109 5.698 -10.428 -0.497
H110 2.252 -10.708 -11.168
H111 4.118 -2.566 -5.495
H112 4.773 -11.454 0.574
H113 -3.908 9.296 8.071
H114 8.658 4.279 1.103
H115 6.759 2.502 5.061
H116 7.915 -6.503 2.237
H117 -12.690 1.044 3.726
H118 -2.829 -9.992 2.004
H119 -11.187 3.443 0.975
H120 3.587 3.918 13.141
H121 7.018 -8.694 1.909

Cartesian forces, eV/Å:
O -2.41 3.33 -1.60
O 0.40 0.18 0.42
O 0.26 -1.11 -0.63
O -1.44 -0.54 -1.21
O 1.31 -0.98 0.85
O 1.32 2.19 -0.58
O 1.12 -1.01 -2.69
O 1.83 -0.82 -0.56
O -0.19 1.66 -0.41
O -1.34 -0.32 0.07
O -0.96 1.73 1.51
N -0.52 0.54 -0.56
N 0.11 -0.62 -1.02
N 0.00 0.90 0.23
N -1.35 0.43 -0.33
N 1.87 -1.01 1.69
N 0.43 -0.28 1.01
N 0.73 -0.08 0.18
N -1.25 1.84 -1.38
N -0.13 0.20 -2.45
N 0.80 -1.13 -1.26
N -1.21 2.08 -0.59
C -0.29 -1.29 0.59
C -0.62 0.92 0.76
C 0.93 0.90 0.63
C -0.33 0.51 -1.43
C -1.28 -0.81 0.58
C 0.23 -0.58 -0.38
C 0.55 -0.55 0.65
C -0.22 1.51 -1.00
C -0.82 0.09 1.51
C -2.10 -0.69 0.82
C 0.78 0.61 1.09
C 0.01 -0.34 0.82
C -1.27 0.80 -0.87
C 1.45 -0.73 2.67
C 1.10 -2.39 0.03
C 1.45 -0.71 -0.06
C 0.34 2.08 -0.29
C 0.16 1.08 0.24
C -1.19 -0.08 1.47
C -2.05 -0.40 -0.34
C 2.61 -1.39 -0.94
C -1.68 -0.41 0.55
C -1.28 -1.94 0.46
C 1.55 -0.12 -1.03
C 0.10 0.74 -0.51
C 0.40 -0.77 -0.06
C 0.48 0.95 -1.04
C 1.28 -1.07 1.67
C 0.49 0.00 -0.58
C 0.00 1.18 0.99
C -1.23 -0.20 1.92
C -1.32 0.73 -2.73
C 2.03 0.04 0.79
C 0.46 -1.91 0.51
C 2.06 0.15 -1.90
C -0.73 2.25 1.54
C -1.17 -0.61 -3.08
C 0.87 -0.65 -0.55
C -0.93 1.37 -1.04
C -1.90 0.03 -0.59
C -0.41 1.08 -1.72
C 0.47 -1.35 0.54
C 0.97 -3.01 1.01
C 1.34 1.21 -1.36
H -0.19 0.08 -0.25
H 0.36 0.14 -0.16
H 0.41 0.61 1.16
H -0.07 0.34 0.05
H -0.36 -0.22 0.16
H -0.27 -0.06 -0.03
H -0.56 0.08 0.21
H -0.03 -0.11 0.58
H 0.52 0.36 0.24
H 0.72 -0.02 0.14
H -0.13 0.35 0.06
H 0.59 0.29 -0.57
H -0.11 -1.24 0.30
H 0.30 -0.23 0.39
H -0.34 0.47 0.50
H 0.15 -0.08 0.12
H 0.97 -0.09 0.26
H -0.41 0.15 0.62
H -0.34 0.81 0.89
H 0.27 -0.73 0.05
H -0.44 0.30 -0.09
H -0.12 0.24 0.14
H -0.73 0.86 0.02
H 0.40 0.19 -0.14
H -0.08 -0.39 -0.17
H 0.64 -0.05 -0.31
H 0.99 -0.91 0.59
H -0.09 -0.80 -0.04
H 0.08 0.15 0.25
H 0.57 0.57 0.12
H -0.34 0.27 -0.59
H -0.04 -0.20 1.05
H 0.06 0.32 -0.27
H 0.32 0.76 -0.63
H 0.40 -0.22 -1.01
H -0.30 0.13 -0.46
H -0.63 -0.26 -0.25
H -0.17 -0.30 0.10
H -0.40 -0.50 -0.06
H 0.07 -0.05 -0.23
H 0.18 0.74 -0.03
H -0.03 0.02 -0.41
H 0.46 -0.42 -0.66
H -0.26 -0.26 0.53
H -0.25 0.41 0.46
H -0.19 0.85 -0.50
H -0.73 0.17 -0.63
H 0.00 -0.45 0.44
H -0.41 0.04 -0.01
H -0.04 -0.75 0.42
H -0.17 0.65 -0.93
H 0.42 -0.39 0.55
H -0.51 0.93 0.10
H 0.10 -0.08 0.04
H -0.14 -0.09 0.18
H 0.07 -0.09 -0.11
H 0.47 -0.55 0.23
H -0.19 0.49 0.09
H 0.03 0.19 -0.29
H -0.96 -0.44 -0.23
H -0.03 -0.26 -0.31
H 0.39 -0.10 0.72
H 0.60 -0.16 0.98
H 0.31 0.32 -0.13
H 0.03 -0.01 -1.08
H -0.18 -0.30 -0.72
H -0.30 -0.62 0.48
H 0.86 0.57 0.60
H -0.18 -0.84 0.26
H -0.17 -0.04 -0.10
H 0.80 0.60 -0.25
H -0.56 -0.69 1.10
H -0.29 -0.07 0.01
H -0.31 -0.77 -0.19
H 0.82 -1.47 -0.11
H -0.71 -0.24 0.27
H -0.03 -0.06 0.82
H -0.23 0.00 0.23
H 0.76 -0.13 -0.79
H 0.25 0.01 0.83
H -0.16 0.45 0.07
H -1.28 0.44 1.25
H 0.13 0.08 0.51
H -0.20 -0.16 -0.57
H -0.14 -0.48 0.84
H 0.31 -0.14 0.60
H -0.11 -0.36 -0.27
H -0.05 -0.29 -0.48
H 0.69 -0.40 -1.10
H 0.77 0.05 -0.60
H -0.21 0.07 0.90
H 0.27 -0.52 -0.11
H -0.05 -0.58 0.23
H -0.79 0.19 0.64
H 0.24 -0.31 -0.08
H -0.20 -0.05 0.09
H -1.43 -0.01 0.40
H -0.08 -0.30 0.19
H 0.25 -0.34 -0.58
H 0.49 0.92 -0.15
H 0.50 0.18 -0.17
H 0.10 -0.20 -0.23
H -0.34 -0.11 1.53
H -0.22 0.59 0.10
H -0.56 -0.37 0.12
H 0.64 0.18 0.19
H -0.34 0.57 0.10
H -0.15 0.30 -1.41
H -0.46 0.46 -0.14
H 0.25 -0.13 0.47
H 0.30 -0.15 -0.13
H -0.33 0.37 0.29
H 0.31 0.57 -0.53
H 0.58 0.20 -0.22
H 0.02 0.11 0.44
H -0.20 -0.42 0.33
H -0.50 -0.64 1.76
H 0.00 0.30 0.04
H 0.07 -0.30 -0.03
H -0.13 -0.01 0.50
H 0.06 -0.91 -0.42

Mulliken population analysis, charges in e, atoms 1 to 6: O -0.35; O -0.33; O -0.33; O -0.33; O -0.31; O -0.36